Record 1
94
Properties=species:S:1:pos:R:3:mulliken_charge:R:1 method="wB97M-V/def2-TZVPD" smiles="COCCCC[C@@H]1OC(=O)O[C@@H]1C(F)(F)CC[Si](C)(C)c1ccccc1.CCCCCC.CCCCCC" spin_multiplicity=1 homo_energy_ev=-8.595
H 3.57353 1.20303 2.14792 -0.144
C 2.06185 -2.25627 0.29565 0.631
C -4.26111 -4.14383 2.38119 -0.791
H 5.61054 6.76846 2.10596 0.282
H 3.31456 -1.16138 -1.51355 0.241
H -3.30085 1.89488 -6.32124 0.327
H 4.01241 3.53525 3.41983 0.353
C 0.77867 -0.71729 2.84622 -0.320
H 5.65061 1.65612 3.51221 0.240
C 5.46101 3.92732 1.88383 -0.136
H -5.26380 -1.99561 0.44493 0.283
H 7.33789 5.46673 3.40154 0.229
O -2.19806 -5.52578 2.72595 -0.305
C -4.19771 -1.90638 0.97293 -0.887
H -3.33579 -4.91716 4.42707 0.330
H 8.48171 5.69637 2.09318 0.358
C -0.62578 -0.99997 2.05358 0.610
H -3.82685 -0.57187 -6.31400 0.359
C 5.83925 2.60321 4.02751 -1.156
H -3.27537 1.19358 0.69740 0.401
H 0.03055 -5.65158 -0.09870 0.200
H -0.14797 -6.08504 2.40491 0.143
H 4.72536 -1.91400 2.27653 0.262
C -3.06675 -0.14010 -5.65766 -1.132
C -6.24551 3.31020 -6.72703 -1.175
O -1.45081 -0.19783 -2.89193 -0.536
C -3.33226 1.33208 -5.38237 -0.404
H 6.77959 6.96600 0.78439 0.288
C 3.71214 -1.87735 2.89834 -0.995
H 3.37672 -2.99782 3.02416 0.286
C 5.08820 3.74357 3.35735 -0.545
H 6.91770 2.78147 4.03916 0.342
C 0.71907 -4.74642 -0.46045 -0.210
H 4.09583 0.52259 0.46202 0.324
H -0.70301 -6.19218 4.23302 0.284
C 2.63200 -2.08000 -1.23572 -0.293
H -5.35198 3.78887 -6.31709 0.281
C -5.91394 1.15338 -5.41234 -0.753
H -3.04798 -0.71380 -4.72566 0.165
H 7.08779 7.70072 2.36661 0.375
H -4.97680 -3.39582 2.95597 0.307
H 4.80801 4.69373 1.44975 0.354
H -1.16744 -1.88572 2.64294 -0.888
C 6.92513 4.29547 1.61983 -0.842
H -2.40634 -3.48674 3.61856 0.124
H -6.78886 1.38636 -4.79213 0.380
C -2.48456 0.33559 0.59787 -0.421
H 2.34068 1.37251 0.71508 0.336
H -0.42689 -4.46406 3.46632 0.049
H 7.06464 4.40509 0.53681 0.395
H 3.83827 -1.32175 3.93026 0.270
C -1.68455 0.24976 2.03167 1.099
H -4.05096 -4.12496 0.11043 0.380
Si 2.37179 -1.02216 1.74572 0.033
H 5.50979 2.49521 5.06572 0.368
H -6.40529 3.71346 -7.73278 0.374
H 7.57079 3.46145 1.92090 0.327
C -3.62814 -3.47739 1.01755 0.025
H 5.25267 4.67189 3.91446 0.394
H -4.72216 2.64507 -4.40027 0.332
H -6.99656 1.37783 -7.25274 0.356
C -0.81566 -5.55030 3.23724 -0.309
C 1.25181 -4.53519 -2.00140 -0.395
H -4.83155 -5.13837 2.08533 0.334
C 1.13581 -3.60519 0.64303 0.109
H -5.91556 0.06318 -5.53302 0.307
H 0.87001 -1.52067 3.72438 0.308
C 7.41528 5.56874 2.31409 -0.392
O -1.48856 0.57778 -0.49849 -0.342
O -2.30727 -1.62262 -0.93562 -0.390
H -4.05851 -0.53336 -0.75743 0.198
C -1.70703 -0.41815 -1.60007 0.527
H -0.50107 -1.36321 0.93947 -0.064
C 3.16967 0.66958 1.17603 -0.660
C 6.67569 6.81901 1.86417 -1.172
H -5.26183 1.53729 -7.44804 0.237
H 0.74618 -3.73875 1.75919 -0.262
F -2.65052 0.05534 3.14320 -0.327
C -6.09628 1.79807 -6.78878 -0.375
H -7.10426 3.59223 -6.10951 0.287
C -2.99085 -4.47969 3.39083 -0.275
H -4.63411 1.04748 -3.69144 -0.033
H -2.09640 -0.26133 -6.14941 0.358
H 0.92819 -5.32885 -2.80531 0.289
H 5.23527 3.00010 1.34224 -0.003
H -4.40368 -1.46811 2.03788 0.379
H 0.86530 0.32829 3.36273 0.328
F -1.03601 1.59868 2.21749 -0.354
C -3.25501 -0.98243 0.00235 0.279
H -2.51446 1.72285 -4.76339 0.353
H -2.45893 -3.42425 0.99224 -0.079
H 2.58381 -3.13960 -3.50902 0.264
C 2.22002 -3.22521 -2.37778 -0.454
C -4.65415 1.57977 -4.65075 -0.238

=====

Record 2
95
Properties=species:S:1:pos:R:3:mulliken_charge:R:1 method="wB97M-V/def2-TZVPD" spin_multiplicity=4 homo_energy_ev="-9.086 / -9.124" s2=3.772 total_charge=+1 e_above_lowest_kcal_mol=20.9
H -2.94325 -3.42989 -2.62312 0.364
H -1.01334 1.41890 -3.72227 0.098
H -0.89051 -5.84123 1.38701 0.493
H 0.80189 -0.69697 -4.77248 0.568
H 4.18601 2.59039 0.85482 0.559
C 3.11389 -0.83538 4.45372 -1.548
C -1.94488 0.78673 -1.07992 -1.358
H 1.75172 3.92910 -3.03050 0.434
P -1.33637 -0.76444 -1.61448 1.521
H -2.42733 -1.87079 0.84465 -0.260
N 0.94717 1.30507 -1.02481 -0.230
H 2.20874 -0.45833 4.95010 0.201
C 4.17709 -1.34454 2.20020 -1.625
H 3.77751 3.07391 3.20041 0.528
H 0.85275 -3.77814 -0.83278 0.084
H 2.81813 -3.30524 3.51204 0.677
C 0.16208 1.99859 -1.54610 -0.059
H 0.80978 2.64883 1.09920 -0.161
C -2.93267 -1.69193 -1.27995 2.386
C 1.48385 2.81231 1.95308 -1.537
P 1.75391 0.01801 2.08576 0.526
H -3.88048 -0.03316 -2.46247 0.103
H -1.67663 -3.49621 -1.36689 0.265
H 1.04885 -1.66177 -3.30052 0.295
H -2.59395 -2.01082 -4.19811 0.252
H 2.87566 1.92416 4.20043 0.325
H -1.95885 3.05920 -3.28752 0.265
C 0.58964 -0.74625 -3.69360 -1.856
C -0.93644 -0.74130 -3.50712 2.230
O -0.28786 -2.60624 1.13107 -0.717
H -2.22794 3.67685 -1.64516 0.199
C -1.49867 0.52464 -4.13847 -1.624
H -0.38572 -4.81345 2.75688 0.250
H -2.63604 1.42534 -1.77910 0.455
C -1.93862 1.51925 3.07023 -1.043
H -1.97131 -4.55238 1.99500 0.293
N -0.93208 0.62689 1.08748 2.024
C -0.09439 3.43779 -2.14339 2.148
H -3.64526 2.78971 2.77384 0.512
H 4.80054 -2.10272 2.69706 0.512
H -1.59203 4.73524 -2.90667 0.575
C -0.93244 0.81786 2.41498 -0.074
H 3.42922 -1.74129 4.99369 0.520
C 0.25974 4.34612 -0.99751 -1.950
H 3.98388 0.83605 0.57062 0.187
H 4.34271 1.40568 3.30495 0.331
C -1.56061 3.71059 -2.51141 -1.591
H -0.00832 -0.80493 3.54499 0.733
C 3.43778 1.77996 0.75710 -1.429
C -1.49882 -1.98258 -4.20605 -1.830
H -1.18537 -1.95807 -5.26050 0.567
C 0.26338 0.20923 3.16051 -2.040
H 1.25970 4.12615 -0.61531 0.337
C -3.26481 -1.54197 0.21141 -1.471
C 2.86140 -1.21988 2.98539 2.557
H -1.10343 -2.90836 -3.76977 0.252
H 2.82393 1.98913 -0.13500 -0.054
H 0.50818 0.81983 4.05946 0.734
H -3.37706 -3.76627 -0.93883 0.449
C -1.96535 1.18196 0.33330 -0.423
H 0.38302 3.98473 -4.16514 0.390
C -2.89359 2.19215 2.31223 -1.180
H 0.87878 2.85930 2.86873 0.235
H 1.20101 -2.57110 3.48723 0.356
C 2.57634 1.73551 2.03207 2.487
H 1.07538 0.10885 -3.21266 0.236
H -4.97425 -1.02461 -1.51462 0.427
H -1.29694 0.49436 -5.22326 0.592
H -4.28397 -1.66960 -3.01803 0.383
C 3.43912 2.02665 3.26233 -1.771
H 3.99560 -1.68184 1.16923 0.193
H 4.75464 -0.41232 2.17139 0.320
C -2.89132 2.07841 0.93195 -0.476
H -0.45030 4.24121 -0.16827 0.304
H 0.23980 5.37950 -1.32207 0.534
V 0.52193 -0.37490 -0.02968 -1.042
N 0.17889 -4.33135 -0.29760 -0.270
H -3.57917 2.61147 0.27779 0.492
H 1.96525 3.79443 1.82163 0.650
C 1.82832 -1.48397 -0.65230 0.196
C -2.70905 -3.17734 -1.58288 -1.700
H -2.58756 0.61621 -4.03137 0.191
C 2.17261 -2.59039 2.97834 -1.938
O 2.63225 -2.26089 -1.01361 -0.422
C -0.31848 -3.83401 0.87473 0.684
C -4.05984 -1.06439 -2.12792 -1.526
C 0.81917 3.45693 -3.33162 -1.658
H -4.14130 -2.16845 0.42991 0.787
H 1.07646 2.44812 -3.68413 0.304
H 3.91764 -0.10106 4.57325 0.360
H 2.02475 -2.96455 1.95871 0.197
H -3.52838 -0.51384 0.48109 0.347
H 0.20243 -5.34573 -0.41330 0.231
H -1.92809 1.55434 4.15167 0.574
C -0.92943 -4.83076 1.80665 -1.415

=====

Record 3
113
Properties=species:S:1:pos:R:3:mulliken_charge:R:1 method="wB97M-V/def2-TZVPD" smiles=CCOCCOC[C@@H](C#N)[C@](C#N)(CN)[C@H](I)[C@@H](C)I.BrCCBr.BrCCBr.BrCCBr.BrCCBr.BrCCBr.BrCCBr.BrCCBr.BrCCBr.BrCCBr spin_multiplicity=1 homo_energy_ev=-9.050
Br 6.06093 4.06756 1.89878 -0.118
C 0.11640 0.76598 -3.15659 3.057
Br 5.41351 -5.87334 9.19742 -0.134
C 0.37271 -0.47878 -2.42347 -0.685
H -3.60691 0.60150 0.33888 0.427
C 1.16743 3.24629 2.35403 0.141
Br 0.11618 1.15697 6.69279 -0.078
C -2.08960 1.96303 3.61828 -0.333
H 2.08693 1.14003 -4.06018 0.564
Br 2.61548 -2.22589 -10.33476 -0.163
H -3.14452 1.96757 -0.68567 0.310
H -1.88660 0.96817 -2.46498 0.747
C -6.73307 1.90253 5.89234 -0.597
H -9.20760 5.64857 1.70432 0.348
Br 2.58797 -6.37674 -8.00131 -0.125
H -1.31697 -10.40624 -7.15112 0.381
C -8.90169 6.39297 3.68932 -0.263
H -0.81204 2.50774 -0.40838 0.249
H 3.22284 1.23131 -2.28876 0.277
H 6.39239 -4.15588 10.70589 0.369
I 0.13131 3.13911 -5.92185 0.073
H 7.30281 1.67488 4.60410 0.381
H -1.31282 1.48414 4.19618 0.070
Br -2.59542 -9.50472 -5.21817 -0.138
H 2.27614 1.92042 7.66652 0.481
C -0.95621 1.49593 -2.30110 0.107
C 6.59823 2.13899 3.91791 -0.661
N 0.61618 -1.38148 -1.72334 -0.625
H 1.19610 0.61127 -5.83090 0.474
C 5.13510 -5.42413 -8.90451 -0.458
H 0.20507 2.85855 2.03445 -0.460
C 1.17802 -3.51749 -10.59127 -0.401
H -8.56378 7.35253 3.30476 0.350
H 1.26189 -4.24268 -9.78829 0.162
H 4.12804 -4.62804 -7.19080 0.353
H 8.14345 3.31137 3.00294 0.342
I -0.68227 -1.74351 -4.92517 0.140
C -2.31193 3.40970 4.09156 -0.756
H 5.99953 -4.79064 -8.72127 0.365
O -1.65582 0.68377 -0.09292 -0.517
H -0.92600 -3.53671 -10.98870 0.344
C 5.36324 -4.42891 10.50009 -0.578
H -8.04750 5.81165 4.01660 -0.028
H 7.13591 4.23094 4.13553 0.354
H 1.31270 2.55702 -3.33832 0.307
H 4.82156 -6.23708 -6.91634 0.406
H 2.49196 1.25456 6.03813 -0.283
H 4.54984 -5.00987 -9.71847 0.230
H -2.23630 4.13528 3.29682 0.373
Br 5.85881 -7.11803 -9.53276 -0.136
Br -9.93832 6.81111 5.28138 -0.119
H 0.24757 1.14686 -0.45564 -0.292
H -6.22063 0.87058 7.69710 0.363
C -2.74978 2.29591 1.38323 -0.715
N -1.42827 3.96037 -3.05018 -0.657
H 2.11796 2.02143 -1.35911 0.016
H -5.83496 2.60005 7.74166 0.382
C 7.13637 3.44147 3.39196 -0.548
C 2.14001 2.16280 2.73454 0.088
H 3.54778 -0.33730 7.52731 0.219
C -1.19391 2.87414 -2.69111 0.100
H -7.78550 1.91854 6.16695 0.362
C -0.72585 1.48511 -0.76680 -0.644
H 0.14219 -0.29195 -7.59518 0.192
C -0.16652 -2.84593 -10.62970 -0.587
H 2.00717 -1.07811 7.05802 0.402
H -1.55094 0.75633 -4.60498 0.741
H -6.56748 1.13788 5.14141 0.375
H -3.71835 2.30536 1.87517 0.620
O -1.73894 1.85489 2.25191 -0.364
C 2.46606 -0.23868 7.56892 -0.463
C 0.19226 0.99705 -5.82106 -0.284
Br 4.96963 2.42409 4.94625 -0.114
C 4.53987 -3.26788 10.01289 -0.627
Br -10.02154 3.81290 3.13768 -0.139
Br -6.39946 3.61446 5.03075 -0.115
H 3.60257 -3.57430 9.56206 0.387
H 1.02187 3.93688 3.18247 0.478
H 4.91664 -4.86081 11.39247 0.363
Br 2.12019 0.72712 1.42611 -0.131
H -3.01148 1.40954 3.76891 0.560
H 1.85003 1.70766 3.68042 0.050
C 4.33459 -5.59561 -7.64249 -0.608
H 0.49961 -8.56036 -7.27033 0.193
C 2.03763 1.08956 7.01116 -0.130
Br 5.49258 -2.22406 8.67498 -0.115
H -0.17621 -1.95052 -11.24176 0.390
Br 2.00988 -0.40693 9.45330 -0.160
H -3.27487 3.48030 4.57718 0.030
C -1.02624 -9.74349 -6.34353 -0.583
N 2.25712 1.26602 -2.01356 -0.300
H -0.44353 -7.67286 -6.05987 0.399
H -0.29208 -10.23933 -5.71295 0.364
Br 1.86271 4.32948 0.88738 -0.198
H 1.39245 -4.00251 -11.54079 0.379
H 6.34896 1.43832 3.12839 0.395
C -0.45047 0.48771 -7.13691 -1.313
H 3.16400 2.51427 2.80216 0.100
H -0.43768 1.30668 -7.84016 0.493
C 1.47166 1.49335 -3.25096 -1.419
H -10.70869 6.12135 2.52096 0.379
H -1.48798 0.21902 -7.00837 0.462
H -1.57390 3.65520 4.84325 0.285
Br -1.58597 -7.69527 -8.26960 -0.121
H 4.33813 -2.57411 10.82551 0.352
Br -0.73834 -2.32005 -8.84578 -0.110
H -2.53870 3.31330 1.05899 0.282
C -0.52981 0.41007 -4.58784 -1.550
C -9.72954 5.67595 2.65800 -0.587
C -5.87187 1.71809 7.11180 -0.617
C -0.48915 -8.42777 -6.83717 -0.528
C -2.86264 1.36222 0.17372 -0.622
Br -4.03627 1.29386 6.62757 -0.088

=====

Record 4
95
Properties=species:S:1:pos:R:3:mulliken_charge:R:1 method="wB97M-V/def2-TZVPD" spin_multiplicity=3 homo_energy_ev="-9.465 / -9.490" s2=2.024 total_charge=+1 e_above_lowest_kcal_mol=32.7
H 0.29018 -4.32335 1.08019 0.327
H 4.07824 3.46306 0.59400 0.365
H -5.65348 -3.22516 0.27754 0.219
C 0.82868 -2.83541 2.60817 2.356
H -3.35497 -0.91139 1.29582 0.119
C -1.72445 2.42837 -3.72129 -1.765
H 5.65947 -0.01692 -0.09048 0.490
C 2.49545 1.30553 -0.27364 -0.699
C 0.23708 2.60497 -0.81057 -1.155
H -2.06578 2.96728 -2.82667 0.319
H 1.72034 4.53228 -2.22037 0.355
H -3.64288 -3.14202 -1.22350 0.218
C 2.06962 -2.01011 2.98217 -2.056
C -0.62414 1.19344 2.51653 0.317
H -2.80986 -0.02047 -3.28607 0.759
C 2.39075 3.66709 -2.30427 -1.707
C -0.98880 1.14862 -3.32220 2.651
N -0.34924 1.24292 1.20847 1.152
H -2.61084 2.15299 -4.31372 0.523
H -1.11980 3.10670 -4.32955 0.363
H 0.35134 0.89717 -5.07515 0.293
C 0.50343 -3.79762 3.75200 -2.178
H -1.24220 0.12622 -5.21751 0.522
H 5.65741 2.66302 0.50093 0.499
H -1.17706 -0.19188 4.08124 0.274
H -2.14052 -1.62960 4.84054 0.265
H 4.13686 -0.58398 -0.81493 0.252
H 0.07518 3.64019 -1.15034 0.411
H 4.98264 1.14951 2.12724 0.546
H 0.63058 4.10047 -4.24613 0.390
C -0.44215 -0.12809 3.26992 -1.624
H -3.56275 -3.87816 2.28202 0.495
C -1.12811 3.52885 2.51872 -0.773
H 2.00867 -1.60551 4.00272 0.331
H 2.23240 -1.17966 2.28156 0.043
P 0.50780 1.55758 -2.19772 1.152
H -0.34041 -4.45838 3.51930 0.421
H 1.37550 -3.04457 0.49179 0.082
H 0.54242 -0.11257 3.76087 0.575
H 0.32218 -3.27660 4.69962 0.384
H 0.86182 2.61096 -5.21434 0.397
N 1.71126 0.39721 -0.24503 -0.221
H -1.49996 4.41566 3.02184 0.409
H -1.54247 -0.66594 -2.21925 -0.245
H 1.37923 -4.44822 3.90203 0.525
C -2.26720 -2.20511 2.70200 1.911
Pd 0.05880 -0.62602 0.20362 -0.072
H -4.59394 -2.32792 -2.47791 0.355
C -3.27433 -1.09066 2.37694 -1.534
C 1.80767 2.56788 -3.20077 1.975
C 1.32155 3.27914 -4.47784 -2.066
H -3.41164 -2.78688 4.43247 0.552
H 3.81876 2.06130 -3.89448 0.477
H -4.26742 -1.39871 2.73885 0.600
C -1.00739 2.33254 3.22212 -0.809
H -0.79759 4.52817 0.64027 0.504
C 0.01714 -1.98206 -1.17088 -0.173
H 3.76655 -0.09779 1.82168 0.289
C -2.60807 -3.47398 1.90801 -1.470
C -0.42329 0.35636 -4.51951 -1.755
O 0.24865 -2.74874 -2.00497 -0.352
H 2.58188 0.90013 -4.41035 0.350
H -6.61819 -2.36521 -0.95132 0.356
P -0.55213 -1.62103 2.17636 1.648
C -2.00128 0.25933 -2.58963 -1.923
H -5.99887 -3.98421 -1.28321 0.384
H -2.45455 0.76738 -1.72970 0.231
O -4.06700 -1.20978 -0.82017 -0.249
H 2.95582 -2.66173 2.93386 0.602
C -0.77068 3.58741 1.18537 -1.284
C -4.48519 -2.46104 -1.39264 -0.271
C 2.90041 1.54107 -3.57552 -1.540
H -1.84970 -4.26172 2.02242 0.255
H 3.26690 1.57666 2.23966 0.371
H 4.76341 2.95937 -1.00191 0.331
H -4.84439 -0.62893 -0.81788 0.211
C 1.13410 -3.67739 1.35451 -1.604
H 2.60223 3.29062 -1.29726 0.082
H -3.02461 -0.14925 2.88130 0.207
H 3.15503 0.89564 -2.72375 0.192
H -1.22452 2.24298 4.28432 0.520
H 0.01335 -0.59205 -4.17501 0.246
C 4.75535 0.30218 -0.62450 -1.800
C -5.76161 -3.03162 -0.79730 -1.157
H 3.33455 4.02277 -2.74637 0.619
H -2.72381 -3.25208 0.83764 0.021
H -1.73309 -3.32676 4.53672 0.376
C 4.64831 2.69394 0.05646 -1.953
H 2.19936 3.73502 -4.96943 0.488
H 2.00626 -4.31378 1.56669 0.563
C 3.99279 0.96582 1.68249 -1.631
C -0.30415 2.43101 0.50456 0.308
C -2.37063 -2.49960 4.21497 -1.626
H 5.06460 0.72973 -1.58651 0.390
C 3.99313 1.33310 0.20300 2.482

=====

Number 1: energy -54544.21127 eV. Number 2: energy -85881.71967 eV. Number 3: energy -1318601.50500 eV. Number 4: energy -62195.96550 eV.